Entry from the OMol25 dataset: an isolated molecule of C5H3N3 (ωB97M-V/def2-TZVPD).

The geometry in XYZ format:
```
11
Properties=species:S:1:pos:R:3:forces:R:3
C -2.930467 1.359781 -0.174038 3.332 -9.296 2.973
C -2.383988 0.058157 0.140410 -6.565 10.822 -1.603
C -1.485766 -1.004407 0.354646 3.643 1.395 -3.577
C 1.796758 -0.841813 -0.035503 3.614 3.025 -0.513
C 2.046125 0.663739 0.155901 0.543 -3.007 -0.655
H -3.602953 2.312468 -0.176997 1.569 -2.447 -0.098
H -1.586486 -2.167911 0.742693 0.283 3.613 -0.867
H 2.602995 -1.492220 -0.432843 -0.072 0.626 1.277
N -0.333698 -0.435682 -0.343906 -5.212 -2.481 4.033
N 0.658221 -1.246891 -0.178975 -1.183 -3.311 -1.224
N 2.579830 1.673277 0.125546 0.048 1.062 0.254
```
Forces are in eV/Å.

Its net charge is 0. As for the multiplicity: 1. For the energy above the lowest of the compared OMol25 structures with the same formula, charge and spin, the calculation gives 182.7 kcal per mole. The calculation puts the calculated total energy at -9694.896 eV. Its gap between HOMO and LUMO is 7.051 eV. The value obtained for the largest force on an atom is 12.8 eV/Å. As for the SMILES: C#C/C=N/N=C\C#N.

---

Entry from the OMol25 dataset: an isolated ion of composition C4H12NO and charge +1 (ωB97M-V/def2-TZVPD).

The geometry in XYZ format:
```
18
Properties=species:S:1:pos:R:3:forces:R:3
C 1.872353 -0.871241 -0.459102 -0.140 -0.118 -0.193
C 0.547028 -0.436630 0.131344 0.153 0.069 0.629
C 0.242320 1.058493 0.008963 -0.105 -0.804 -0.721
C -1.201350 1.441505 0.371243 0.048 -0.023 0.059
O -1.809310 0.412318 1.164738 0.065 0.090 0.195
N -0.563319 -1.245298 -0.504576 0.082 -0.166 -0.322
H 2.154700 -1.859651 -0.102087 -0.111 -0.200 -0.221
H 1.841167 -0.839899 -1.550339 0.052 -0.132 -0.018
H 2.684985 -0.229467 -0.160352 0.103 0.445 0.219
H 0.499284 -0.731928 1.175177 -0.029 0.045 0.142
H 0.427829 1.305994 -1.038034 0.035 0.366 -0.029
H 0.985847 1.579176 0.598767 0.055 0.110 0.192
H -1.808690 1.559307 -0.527559 0.041 0.041 -0.038
H -1.190930 2.397461 0.883021 -0.151 0.073 0.133
H -2.203949 0.757939 1.974333 0.050 0.003 -0.227
H -1.454052 -0.977841 -0.068474 -0.098 -0.027 0.222
H -0.408886 -2.251739 -0.389402 -0.029 0.181 0.073
H -0.615029 -1.068503 -1.507654 -0.021 0.047 -0.092
```
Forces are in eV/Å.

Its net charge is +1. As for the multiplicity: 1. For the energy above the lowest of the compared OMol25 structures with the same formula, charge and spin, the calculation gives 9.3 kcal per mole. The calculation puts the calculated total energy at -7873.886 eV. Its gap between HOMO and LUMO is 11.767 eV. The value obtained for the largest force on an atom is 1.1 eV/Å. As for the SMILES: C[C@H]([NH3+])CCO.

---

Entry from the OMol25 dataset: an isolated molecule of C6H9N (ωB97M-V/def2-TZVPD).

The geometry in XYZ format:
```
16
Properties=species:S:1:pos:R:3:forces:R:3
C -2.446599 -0.273289 0.066362 -0.080 0.007 0.019
C -1.025526 0.182029 0.111297 0.278 0.064 -0.036
C -0.447778 1.458175 0.361433 -0.333 0.019 0.192
C 1.064342 1.373435 0.383464 -0.060 -0.478 -0.072
C 1.234597 0.034069 0.022867 0.044 0.103 0.040
C 2.504090 -0.737388 -0.172835 0.093 0.012 0.007
N 0.020225 -0.629633 -0.087302 -0.105 0.108 0.026
H -2.692774 -0.912524 0.923277 0.031 0.095 -0.126
H -3.111572 0.594121 0.093932 0.107 -0.146 0.004
H -2.667399 -0.836008 -0.849303 0.051 0.091 0.151
H -1.014757 2.301284 0.748096 0.096 -0.154 -0.106
H 0.117177 1.829483 -0.611671 0.039 -0.016 -0.126
H 2.587088 -1.163700 -1.182072 -0.027 0.081 0.151
H 3.339451 -0.050166 -0.026556 -0.105 -0.105 -0.031
H 2.614130 -1.559498 0.547930 -0.049 0.136 -0.106
H -0.074688 -1.610388 -0.328917 0.020 0.181 0.012
```
Forces are in eV/Å.

Its net charge is 0. As for the multiplicity: 1. For the energy above the lowest of the compared OMol25 structures with the same formula, charge and spin, the calculation gives 82.4 kcal per mole. The calculation puts the calculated total energy at -7854.587 eV. Its gap between HOMO and LUMO is 8.429 eV. The value obtained for the largest force on an atom is 0.5 eV/Å.

---

Entry from the OMol25 dataset: C21H36AlBeClF2LiN3NaO9P as an isolated structure (ωB97M-V/def2-TZVPD).

The geometry in XYZ format:
```
77
Properties=species:S:1:pos:R:3:forces:R:3
C 2.432202 -1.031385 2.145594 1.259 0.171 0.314
C 3.688957 -0.345080 1.369349 -0.793 -2.308 2.004
O 3.178799 0.064287 0.066215 0.843 2.076 -0.777
C 3.387634 1.506951 -0.128737 -0.289 0.055 0.150
C 2.300449 2.358870 0.740539 0.779 -1.361 -2.164
O 1.616219 3.200013 -0.175483 1.723 -1.096 1.918
P 0.075765 3.724055 0.488410 -3.600 5.133 -8.951
C -0.704202 2.123744 -0.226521 0.392 -2.842 -0.621
C -1.531673 4.459176 1.136308 -1.465 0.927 1.346
C -2.881349 3.647963 0.949738 -1.822 0.655 1.177
C -3.088426 2.469851 2.063404 0.645 -0.441 -1.155
C -3.609337 1.089747 1.460661 0.264 -0.516 1.393
O -4.415845 1.179134 0.265934 1.795 -1.914 -0.967
C -3.879283 0.332226 -0.781825 1.493 1.351 -4.175
C -3.592252 -1.229646 -0.616513 0.423 -0.126 1.402
O -3.571480 0.843876 -1.893914 -1.688 -1.740 4.932
H 2.340804 -2.090754 1.712533 -0.333 1.690 0.539
H 1.461898 -0.408821 2.054246 1.928 -1.297 -0.019
H 2.647693 -1.170154 3.272615 -0.046 0.297 -1.754
H 4.475567 -1.172532 1.255805 -0.935 1.486 -0.158
H 4.161351 0.507532 1.973441 -0.752 -0.893 -1.227
H 3.211437 1.679757 -1.268367 0.013 0.194 1.514
H 4.469276 1.812358 0.075747 -1.382 -0.538 -0.291
H 1.628342 1.555555 1.224873 0.902 1.249 -0.358
H 2.899875 2.960210 1.498899 -0.823 -0.619 -0.959
H 0.320232 3.067129 1.825383 0.796 -0.444 3.898
H 0.780783 4.910073 0.998574 0.287 -1.018 0.683
H -0.152184 4.431058 -0.772567 0.468 -0.380 0.824
H -1.491343 2.309365 -1.053436 1.207 0.144 1.727
H -1.074242 1.375035 0.569847 0.444 1.438 -1.311
H 0.140176 1.551441 -0.776695 -1.346 0.891 0.915
H -1.687848 5.515189 0.683292 0.560 -1.751 0.575
H -1.399593 4.655687 2.273078 -0.609 0.273 -2.403
H -3.147700 3.320633 -0.109000 0.683 0.328 1.459
H -3.726041 4.399012 1.223540 1.430 -1.075 -0.674
H -2.038569 2.275771 2.501056 -3.165 -0.536 -1.349
H -3.765296 2.796818 2.920036 0.904 -0.290 -1.385
H -4.292360 0.601407 2.279499 0.882 1.802 -1.344
H -2.702246 0.379566 1.375428 -1.381 0.999 -0.300
H -4.130563 -1.895087 -1.368345 0.481 1.350 0.923
H -2.460941 -1.450893 -0.729632 -1.787 0.749 0.041
H -3.853888 -1.592763 0.453682 0.218 0.461 -1.627
Be 2.378636 -0.002985 -2.120258 -0.852 -0.672 0.952
C 0.627361 -1.309945 -5.852006 0.597 -0.058 -0.065
C 0.774450 -2.319559 -4.902068 0.682 -0.252 -0.057
C 0.924021 -3.641541 -5.311242 0.002 -0.103 -0.225
C 0.929897 -3.939466 -6.673172 -0.166 0.938 0.462
C 0.776060 -2.933656 -7.628360 -0.047 0.110 -0.129
C 0.624152 -1.615952 -7.213063 0.167 -0.033 -0.142
N 1.112708 -5.327644 -7.108310 0.140 -1.142 -0.416
O 1.225603 -6.183331 -6.243407 -0.080 0.660 -0.309
O 1.145617 -5.546401 -8.308725 -0.050 0.365 0.673
H 0.514246 -0.274495 -5.529027 -0.570 0.040 0.065
H 0.774348 -2.072096 -3.841653 -0.248 -0.066 -0.198
H 1.037229 -4.419186 -4.563964 -0.006 -0.023 -0.265
H 0.774877 -3.159543 -8.689258 0.011 -0.169 0.202
H 0.506479 -0.825597 -7.947560 -0.027 -0.154 0.016
F -0.323470 -1.228935 -2.794903 1.210 0.995 0.802
N -0.598420 3.391584 3.539488 -0.770 4.982 5.766
O 0.142416 4.277128 3.969381 0.134 -1.414 -1.456
O -1.713196 3.211552 4.024941 2.110 -0.632 -0.149
O -0.207443 2.658770 2.565401 0.462 -4.637 -0.310
Li 3.450220 3.577248 2.941957 -0.152 1.509 1.659
Na -4.480085 -1.054676 2.918455 0.014 -0.934 0.247
F 2.755009 5.722362 4.685221 0.371 -1.133 -0.942
Al 2.791913 0.544021 -4.913932 -0.465 -0.633 0.012
N -0.157897 -3.096770 4.328136 0.126 -0.054 0.385
C 0.652405 -3.723342 5.233667 -0.401 0.737 -0.082
C 0.935814 -4.990706 4.752209 -0.004 -0.630 -0.600
C 0.278648 -5.124374 3.515833 0.505 -0.457 0.425
C -0.390231 -3.935453 3.274583 -0.251 0.570 -0.131
H -0.526096 -2.161617 4.421279 0.184 -0.038 -0.229
H 0.958462 -3.222795 6.140263 -0.013 -0.105 -0.051
H 1.550442 -5.730124 5.243680 -0.074 0.090 -0.033
H 0.287089 -5.987236 2.866585 -0.014 0.102 0.070
H -1.007477 -3.622465 2.445817 0.111 -0.009 0.051
Cl -0.544585 -0.649137 1.817289 -1.233 -0.283 0.234
```
Forces are in eV/Å.

Its net charge is +2. As for the multiplicity: 1. The calculation puts the calculated total energy at -84083.011 eV. Its gap between HOMO and LUMO is 1.482 eV. The value obtained for the largest force on an atom is 10.9 eV/Å.

---

Entry from the OMol25 dataset: C39H25Br2F3MoN6O6S2 as an isolated structure (ωB97M-V/def2-TZVPD).

The geometry in XYZ format:
```
84
Properties=species:S:1:pos:R:3:forces:R:3
Mo -0.324541 0.041280 -0.378416 -1.079 -1.743 0.346
Br -7.117832 0.099852 2.661708 0.017 0.000 0.012
C -5.378020 0.444794 2.009450 -0.037 0.110 0.149
C -4.510828 1.258183 2.755247 -0.070 -0.069 -0.038
C -3.234147 1.504547 2.316512 0.165 0.025 0.130
C -2.771853 0.919144 1.134196 0.088 -0.098 -0.404
O -1.518699 1.078995 0.744828 -0.632 0.666 0.866
C -3.681555 0.187035 0.335539 0.030 -0.180 0.354
C -3.342613 -0.072904 -1.018893 -0.001 0.286 -0.130
N -2.156309 0.128631 -1.498639 -0.247 -0.132 -0.323
C -1.953794 0.465328 -2.857815 0.040 0.029 0.074
C -2.798333 0.273622 -3.913281 -0.081 -0.152 -0.036
C -2.487589 0.828708 -5.171992 -0.077 -0.014 -0.108
C -1.370500 1.591419 -5.357860 0.012 0.028 -0.086
C -0.480278 1.811759 -4.282452 -0.048 -0.104 0.079
C 0.676850 2.614544 -4.358687 0.070 0.046 -0.029
C 1.443175 2.792359 -3.243153 0.141 0.176 -0.075
C 1.096130 2.144198 -2.051605 0.143 -0.044 0.109
N 0.044814 1.356893 -1.946803 0.023 0.614 -1.055
C -0.766861 1.211612 -3.046735 -0.154 0.087 0.137
C -4.984898 -0.065071 0.808245 0.091 -0.114 -0.206
H -4.852468 1.680806 3.690880 0.014 -0.019 -0.014
H -2.544418 2.098641 2.900680 -0.028 -0.034 0.021
H -4.159527 -0.293449 -1.703466 -0.030 0.103 -0.002
H -3.707397 -0.303156 -3.795788 0.026 0.038 -0.036
H -3.166337 0.665711 -6.000475 0.030 -0.027 0.068
H -1.159696 2.043743 -6.320199 -0.004 -0.046 0.057
H 0.943941 3.091026 -5.295899 -0.038 -0.049 0.049
H 2.331333 3.408540 -3.266404 -0.032 -0.019 0.039
H 1.707736 2.240901 -1.164956 0.099 -0.005 -0.016
H -5.660225 -0.672979 0.216458 0.015 0.093 0.007
C 1.035769 2.069398 2.491951 -0.022 -0.154 -0.011
O 1.523747 0.806585 2.040059 0.144 0.093 0.181
C 2.580761 0.299717 2.765920 0.094 0.330 0.028
C 3.290171 1.062627 3.677499 -0.113 -0.011 0.070
C 4.318011 0.479800 4.403114 0.030 0.030 0.078
Br 5.252461 1.548943 5.661001 0.007 -0.012 -0.019
C 4.642593 -0.842747 4.253951 0.074 -0.119 0.021
C 3.954666 -1.613964 3.314682 -0.032 -0.068 -0.027
C 2.951941 -1.030707 2.541164 0.149 -0.066 0.072
O 2.375183 -1.761830 1.560142 -0.278 -0.513 0.375
C 4.272342 -3.055480 3.264612 -0.053 -0.073 0.020
N 4.953000 -3.661911 4.203274 0.068 -0.012 0.039
C 4.963692 -4.997321 3.843590 -0.001 0.039 0.006
C 5.519146 -6.099218 4.496696 0.028 -0.036 -0.021
C 5.349553 -7.344494 3.922133 0.004 0.015 0.062
C 4.647714 -7.507725 2.715710 -0.020 0.039 -0.039
C 4.096627 -6.427963 2.051669 -0.009 0.027 -0.015
C 4.263860 -5.177389 2.642075 0.055 0.003 0.021
N 3.845259 -3.915764 2.288706 -0.091 0.070 -0.077
H 0.753295 2.015580 3.544127 0.000 -0.007 0.021
H 0.156961 2.291264 1.900167 -0.110 -0.033 -0.052
H 1.777012 2.855907 2.344499 0.070 0.008 -0.011
H 3.052059 2.098888 3.850124 -0.018 0.017 0.004
H 5.403529 -1.320321 4.855811 -0.028 0.035 -0.036
H 1.502485 -1.412246 1.326819 0.020 -0.019 0.106
H 6.062912 -5.971296 5.425071 -0.047 -0.001 -0.042
H 5.756368 -8.220162 4.414739 0.002 0.052 -0.039
H 4.534657 -8.501351 2.298069 0.012 0.050 0.024
H 3.556687 -6.549598 1.119643 0.022 -0.012 0.056
H 3.267246 -3.651424 1.510886 -0.055 0.048 -0.006
N -0.515075 -6.130251 -4.762265 0.000 0.221 0.148
C -0.482361 -5.191209 -4.096825 -0.005 -0.066 -0.058
C -0.442517 -4.011274 -3.267649 -0.026 -0.073 -0.004
C -1.160360 -3.965889 -2.073740 0.009 0.006 -0.089
C -1.122347 -2.825101 -1.287335 -0.032 0.026 0.000
C -0.346064 -1.718301 -1.640906 -0.226 -0.096 -0.038
C 0.363119 -1.788773 -2.842094 0.088 0.110 0.055
C 0.314799 -2.909512 -3.653828 0.016 -0.045 -0.089
H -1.745950 -4.823897 -1.768525 -0.004 0.031 0.004
H -1.708136 -2.811791 -0.378418 0.014 -0.007 0.061
H 0.990516 -0.961303 -3.156793 0.016 -0.025 0.002
H 0.866730 -2.937324 -4.585452 0.014 -0.007 0.051
F 0.533798 -2.927662 3.900047 0.170 0.035 -0.151
C -0.593364 -3.169111 3.242894 0.104 -0.027 -0.260
F -0.353737 -4.043384 2.254899 0.008 0.115 0.188
F -1.460135 -3.709563 4.090829 -0.044 -0.016 -0.006
S -1.329471 -1.611140 2.555280 0.064 0.225 -0.319
O -0.978419 -0.569521 3.476625 0.029 -0.064 -0.090
O -2.710643 -1.957614 2.392975 -0.118 0.082 -0.142
O -0.642147 -1.464473 1.213364 0.292 0.168 0.294
S 4.273976 -0.473281 -1.079201 -0.010 0.032 -0.004
C 2.729437 -0.397695 -0.764082 0.105 0.007 -0.213
N 1.566894 -0.336818 -0.531422 1.184 0.192 -0.068
```
Forces are in eV/Å.

Its net charge is 0. As for the multiplicity: 3. For the energy above the lowest of the compared OMol25 structures with the same formula, charge and spin, the calculation gives 0.0 kcal per mole. The calculation puts the calculated total energy at -233839.853 eV. Its gap between HOMO and LUMO (alpha / beta) is 5.678 / 5.601 eV. The value obtained for the largest force on an atom is 2.1 eV/Å.

---

Entry from the OMol25 dataset: an isolated molecule of C5H7F3N2O4S (ωB97M-V/def2-TZVPD).

The geometry in XYZ format:
```
22
Properties=species:S:1:pos:R:3:forces:R:3
C 0.352674 -0.029784 -0.550502 0.369 -0.566 -0.507
C 0.763693 0.799328 0.579564 0.420 -1.090 2.453
C 2.123649 0.075378 0.962475 1.708 3.135 -1.893
C 2.510421 -0.805645 -0.258537 0.852 0.869 -0.139
C -2.834862 0.050142 0.795790 0.850 -1.458 -0.809
N -2.841063 1.572214 -1.776729 -1.818 -2.179 -0.445
N 1.222060 -0.935353 -0.962900 -1.691 1.983 0.720
O -0.926798 -0.039057 -1.024659 -0.772 0.200 -0.265
O -1.446581 2.209105 0.041360 -0.286 -0.974 0.610
O 3.000973 -2.044308 0.083691 -1.382 -2.257 -0.115
O 1.076557 -1.824838 -1.832686 -0.107 -0.926 -0.584
F -2.887162 -1.261876 0.447966 -0.575 1.254 0.078
F -1.965753 0.118490 1.797918 -0.847 0.255 0.377
F -4.018683 0.528641 1.088878 0.056 -0.189 0.315
S -2.092490 1.084177 -0.580516 1.911 1.918 -1.502
H 0.812640 1.882250 0.499268 0.271 -0.166 -0.643
H -0.053301 0.646751 1.362224 1.627 0.226 -0.688
H 2.964322 0.791895 1.329340 -1.467 -1.037 -1.069
H 2.028512 -0.577979 1.736598 -0.720 -1.916 2.209
H 3.269497 -0.472268 -0.992479 -0.665 0.974 0.279
H -3.524219 0.954507 -2.294609 1.230 0.724 0.876
H 2.465907 -2.721766 -0.451447 1.036 1.219 0.743
```
Forces are in eV/Å.

Its net charge is 0. As for the multiplicity: 1. For the energy above the lowest of the compared OMol25 structures with the same formula, charge and spin, the calculation gives 3.5 kcal per mole. The calculation puts the calculated total energy at -35451.240 eV. Its gap between HOMO and LUMO (alpha / beta) is 9.060 / 9.059 eV. The value obtained for the largest force on an atom is 4.0 eV/Å. As for the SMILES: N=[S@](=O)(OC1=[N+]([O-])[C@H](O)CC1)C(F)(F)F.

---

The highest largest force on an atom belongs to which entry?
C5H3N3